ORCA calculation (ωB97M-V with the def2-TZVPD basis set) on C10H17NO6 in the gas phase.

ΔE to the lowest compared entry with this formula, charge and spin: 0.0 kcal per mole
Maximum force: 0.62 eV Å⁻¹
E: -897.4829 Ha
LUMO energy: 0.6397 eV

Last column: Mulliken charge in e.
Cartesian coordinates (Å):
C (3.616, -1.883, -0.582)  -1.1424
C (2.363, -2.261, -1.356)  -0.2607
O (1.182, -1.885, -0.641)  -0.2269
C (0.773, -0.651, -0.771)  -0.1688
O (1.314, 0.228, -1.389)  -0.6245
C (-0.528, -0.363, 0.037)  1.8275
C (-1.184, -1.645, 0.615)  -1.0951
O (-0.405, -2.355, 1.521)  -0.5616
N (-1.450, 0.302, -0.858)  -0.2591
C (-1.574, -0.133, -2.142)  0.7425
C (-2.446, 0.748, -3.002)  -1.3510
O (-1.040, -1.150, -2.524)  -0.5771
C (-0.092, 0.552, 1.171)  0.2914
O (0.510, 0.153, 2.140)  -0.6736
O (-0.431, 1.817, 0.972)  -0.3509
C (-0.027, 2.768, 1.967)  -0.2872
C (-1.011, 2.809, 3.125)  -1.1067
H (4.494, -2.245, -1.109)  0.4075
H (3.588, -2.324, 0.411)  0.2969
H (3.684, -0.802, -0.487)  0.3047
H (2.281, -3.342, -1.475)  0.3397
H (2.349, -1.773, -2.336)  0.3321
H (-1.402, -2.318, -0.218)  0.3732
H (-2.138, -1.330, 1.077)  0.3664
H (0.044, -1.728, 2.111)  0.3997
H (-1.754, 1.229, -0.608)  0.3180
H (-1.912, 1.670, -3.222)  0.3157
H (-3.373, 0.990, -2.488)  0.3556
H (-2.665, 0.236, -3.934)  0.3608
H (0.009, 3.723, 1.439)  0.3401
H (0.972, 2.499, 2.324)  0.3142
H (-1.024, 1.852, 3.640)  0.3071
H (-0.709, 3.580, 3.828)  0.3852
H (-2.013, 3.031, 2.765)  0.3072

***

ORCA calculation (ωB97M-V with the def2-TZVPD basis set) on a gas-phase ion, C6H11INO2 (charge -1).

ΔE to the lowest compared entry with this formula, charge and spin: 20.7 kcal per mole
Maximum force: 2.91 eV Å⁻¹
E: -738.1677 Ha
Net charge: -1
LUMO energy: 2.6084 eV

Last column: Mulliken charge in e.
Cartesian coordinates (Å):
C (-0.725, -1.405, -0.999)  -1.4401
C (-0.486, -0.110, -0.133)  2.1220
C (-1.122, -0.448, 1.211)  -2.2711
C (-1.275, 1.012, -0.835)  -1.9294
C (1.011, 0.250, 0.003)  -0.2126
N (1.181, 1.665, 0.691)  -0.8940
I (1.478, 3.349, -0.600)  -0.0444
C (2.000, -0.773, 0.676)  0.5184
O (2.947, -0.242, 1.260)  -0.7808
O (1.755, -1.990, 0.483)  -0.7215
H (-0.923, -1.280, -2.049)  0.4001
H (0.220, -2.094, -0.740)  0.3472
H (-1.684, -1.832, -0.590)  0.2992
H (-1.151, 0.461, 1.683)  0.5354
H (-0.485, -1.067, 1.786)  0.4275
H (-2.043, -0.904, 1.094)  0.5711
H (-1.369, 2.000, -0.268)  0.2108
H (-0.648, 1.052, -1.706)  0.5441
H (-2.311, 0.642, -0.941)  0.4253
H (1.517, 0.266, -1.013)  0.4161
H (2.111, 1.447, 0.987)  0.4768

***

| no. | HOMO energy (eV) |
| --- | --- |
| 1 | -9.74 |
| 2 | -4.85 |